(1)
Density functional theory data (ωB97M-V/def2-TZVPD) for 2 unconnected molecules or ions with the total composition C9H16Si2 at a distorted geometry.

For the maximum force, the calculation gives 0.0881 Eh/bohr. As for the spin multiplicity: 1. The total charge is 0. The calculation puts the molecular weight at 180.4 g/mol. For the orbital gap (spin up / spin down), the calculation gives 7.02 / 6.21 eV. The total energy comes out at -931.3601 a.u. The highest occupied orbital energy (spin up / spin down) comes out at -0.2450 / -0.2352 hartree.

Each line ends with the Mulliken charge.
Element x y z (Å)
Si -2.96 -0.17 0.08  0.204
H -2.36 -2.41 -0.92  0.426
H 0.85 3.55 1.69  0.296
H -2.64 -1.55 2.16  0.348
H -3.91 0.96 -0.20  -0.083
H 1.75 0.48 1.72  0.284
H 3.50 -1.30 1.54  0.259
H -4.34 -1.30 1.86  0.336
C 1.10 0.37 -0.23  0.776
H 0.67 -0.16 -2.24  0.509
H -3.44 -0.05 2.60  0.258
C 2.85 -1.85 -0.43  -0.296
C 1.96 0.04 0.75  -0.513
C -2.23 -1.38 -1.13  -0.593
H 2.18 -1.91 -2.50  0.301
C 1.17 -0.39 -1.39  -0.702
H -0.08 2.24 -1.67  -0.095
C 2.74 -1.08 0.72  -0.481
C -3.36 -0.87 1.81  -0.997
C 1.15 3.53 0.60  -0.933
H 3.67 -2.68 -0.59  0.269
H -2.43 -1.25 -2.24  0.300
Si 0.29 2.05 -0.16  -0.034
C 1.97 -1.46 -1.50  -0.374
H 2.21 3.37 0.54  0.334
H 0.86 4.46 0.10  0.301
H -1.17 -1.22 -0.94  -0.098

(2)
Density functional theory data (ωB97M-V/def2-TZVPD) for a molecular structure, C9H17AlF7N3O4 at a distorted geometry.

For the maximum force, the calculation gives 0.0208 Eh/bohr. As for the spin multiplicity: 1. The total charge is 0. The calculation puts the molecular weight at 391.2 g/mol. For the orbital gap, the calculation gives 9.00 eV. The total energy comes out at -1760.1039 a.u. The highest occupied orbital energy comes out at -0.3772 hartree.

Each line ends with the Mulliken charge.
Element x y z (Å)
F -2.54 4.01 4.44  -0.388
F 3.66 0.96 -2.34  -0.235
H 1.33 -1.11 -4.15  0.423
C -1.98 -0.91 0.10  -0.765
H 1.61 0.52 -3.52  0.335
F -5.16 3.09 4.43  -0.381
O -0.15 1.56 1.54  -0.364
F -3.22 1.82 2.91  -0.394
C -1.32 -2.17 -0.49  0.324
F 4.83 -0.85 -2.21  -0.243
H -2.16 1.15 1.36  0.449
H -0.14 -0.28 2.46  0.296
H -2.22 -1.07 1.16  0.477
C 1.91 -0.53 -3.43  -0.463
H 0.56 -1.47 0.18  0.225
O -1.06 0.15 -0.10  -0.374
F -4.10 4.31 2.18  -0.405
H -2.92 -0.71 -0.42  0.344
H -2.61 -2.24 -2.30  0.406
C -1.27 1.29 0.74  -0.400
N -0.62 -1.59 -2.66  -0.394
Al -3.77 3.34 3.51  0.538
F 5.09 0.47 -3.90  -0.223
O 3.26 -0.73 -3.76  -0.403
H 0.99 0.90 4.14  0.291
H -0.99 -0.64 -2.74  0.359
H 1.67 2.04 2.97  0.270
H 1.20 0.02 1.27  -0.232
N 1.61 -1.05 -2.10  -0.004
H 2.32 -1.02 -1.38  0.290
C 4.20 -0.03 -3.06  0.861
C -1.60 -2.46 -1.97  -0.826
O 2.74 0.33 3.18  -0.546
H -1.41 2.18 0.11  0.186
H 2.62 -0.60 2.97  0.281
C 0.44 -1.54 -1.76  0.373
H -1.59 -3.02 0.14  0.404
N 0.15 -2.06 -0.55  -0.349
C 0.56 0.47 2.05  0.330
C 1.47 0.99 3.16  -0.425
H -1.38 -3.51 -2.14  0.353

Question: Which formula does entry 1 have?
Answer: C9H16Si2